Record 1
{"formula": "C14H18N2O2S", "method": "ωB97M-V/def2-TZVPD", "species": ["C", "C", "C", "C", "O", "C", "O", "C", "S", "C", "N", "C", "C", "C", "C", "C", "C", "C", "N", "H", "H", "H", "H", "H", "H", "H", "H", "H", "H", "H", "H", "H", "H", "H", "H", "H", "H"], "xyz": [[2.028, -4.209, 4.225], [0.839, -4.412, 3.293], [0.413, -3.136, 2.570], [1.458, -2.652, 1.567], [1.013, -1.482, 0.882], [0.203, -1.688, -0.193], [-0.101, -2.792, -0.579], [-0.224, -0.461, -0.829], [-1.229, -0.655, -2.253], [-1.283, 1.062, -2.456], [-1.941, 1.623, -3.454], [-1.943, 2.941, -3.522], [-2.685, 3.560, -4.661], [-1.289, 3.734, -2.570], [-0.595, 3.166, -1.519], [0.077, 4.042, -0.507], [-0.570, 1.760, -1.451], [0.044, 0.858, -0.518], [0.743, 1.248, 0.587], [2.926, -3.956, 3.667], [1.825, -3.411, 4.935], [2.225, -5.121, 4.784], [1.079, -5.179, 2.554], [-0.011, -4.771, 3.878], [0.220, -2.342, 3.296], [-0.511, -3.327, 2.021], [2.383, -2.352, 2.063], [1.662, -3.437, 0.833], [-3.471, 4.215, -4.288], [-2.009, 4.157, -5.272], [-3.127, 2.779, -5.272], [-1.337, 4.809, -2.663], [1.162, 3.965, -0.591], [-0.195, 5.082, -0.675], [-0.223, 3.763, 0.502], [1.241, 2.119, 0.539], [1.203, 0.497, 1.079]], "forces_ev_per_a": [[-0.16, -0.14, -0.13], [0.02, 0.24, 0.06], [0.10, -0.03, -0.24], [-0.01, -0.49, 0.27], [-0.16, 0.32, -0.18], [0.16, -0.15, 0.08], [0.00, 0.01, 0.06], [-0.22, 0.44, -0.32], [0.09, 0.18, 0.09], [0.46, -0.05, 0.65], [-0.31, -0.19, -0.44], [0.06, -0.03, 0.10], [0.00, 0.03, 0.00], [0.10, -0.13, 0.15], [-0.10, -0.04, -0.13], [-0.05, 0.04, -0.02], [-0.34, 0.09, -0.56], [-0.09, -0.81, 0.07], [0.19, 0.22, 0.24], [0.15, 0.04, 0.01], [0.03, 0.10, 0.10], [0.10, -0.04, 0.08], [-0.07, -0.09, -0.01], [0.00, -0.08, -0.07], [-0.04, 0.03, 0.01], [0.00, 0.07, 0.02], [-0.07, -0.05, -0.08], [0.05, 0.11, 0.13], [-0.07, 0.08, -0.03], [0.00, 0.08, -0.08], [-0.03, 0.00, -0.04], [0.01, 0.12, 0.02], [0.08, 0.03, 0.06], [0.04, 0.04, 0.03], [0.04, 0.04, 0.08], [-0.02, -0.07, 0.04], [0.06, 0.11, -0.01]], "nbo_charge": [-0.61, -0.39, -0.42, -0.07, -0.54, 0.77, -0.61, -0.41, 0.45, 0.08, -0.45, 0.25, -0.65, -0.29, 0.09, -0.65, -0.19, 0.24, -0.79, 0.20, 0.20, 0.21, 0.20, 0.21, 0.20, 0.22, 0.19, 0.20, 0.22, 0.22, 0.24, 0.21, 0.22, 0.23, 0.23, 0.39, 0.42], "smiles": "CCCCOC(=O)c1sc2nc(C)cc(C)c2c1N", "homo_energy_ev": -7.81, "homo_lumo_gap_ev": 8.15, "de_lowest_kcal_mol": 4.42, "lumo_energy_ha": 0.0124, "total_energy_ha": -1202.505673}



Record 2
{"formula": "C14H18N2O4", "method": "ωB97M-V/def2-TZVPD", "species": ["C", "O", "C", "C", "N", "C", "O", "C", "C", "C", "C", "C", "C", "C", "C", "O", "C", "C", "N", "O", "H", "H", "H", "H", "H", "H", "H", "H", "H", "H", "H", "H", "H", "H", "H", "H", "H", "H"], "xyz": [[1.960, 3.018, 0.652], [2.686, 1.819, 0.620], [3.865, 1.901, -0.142], [4.524, 0.522, -0.158], [3.636, -0.459, -0.728], [3.069, -1.428, 0.009], [3.408, -1.743, 1.129], [1.935, -2.172, -0.720], [0.717, -2.329, 0.199], [-0.258, -1.410, -0.502], [-1.583, -1.088, -0.009], [-2.053, -1.631, 1.189], [-3.321, -1.313, 1.631], [-4.139, -0.459, 0.908], [-3.679, 0.089, -0.286], [-4.391, 0.937, -1.077], [-5.692, 1.297, -0.682], [-2.401, -0.230, -0.737], [0.198, -0.952, -1.601], [1.461, -1.414, -1.847], [2.549, 3.830, 1.098], [1.648, 3.322, -0.355], [1.079, 2.831, 1.262], [3.628, 2.217, -1.172], [4.557, 2.641, 0.291], [4.732, 0.198, 0.865], [5.456, 0.567, -0.730], [3.185, -0.232, -1.605], [2.325, -3.123, -1.096], [0.335, -3.350, 0.236], [0.953, -2.001, 1.212], [-1.433, -2.296, 1.768], [-3.686, -1.732, 2.557], [-5.124, -0.233, 1.284], [-6.351, 0.425, -0.622], [-6.059, 1.970, -1.455], [-5.692, 1.820, 0.280], [-2.046, 0.191, -1.662]], "forces_ev_per_a": [[-0.04, 0.10, -0.03], [0.21, -0.26, 0.00], [0.10, -0.17, 0.01], [-0.05, 0.31, 0.19], [0.03, 0.25, -0.41], [-0.25, -0.11, -0.49], [0.01, -0.16, 0.33], [-0.02, -0.08, 0.50], [0.07, 0.07, -0.24], [1.02, -0.40, -0.13], [-0.77, 0.31, 0.09], [0.15, 0.01, -0.13], [0.00, -0.01, 0.02], [-0.18, 0.15, -0.09], [0.19, -0.10, 0.00], [0.32, -0.12, -0.05], [-0.21, 0.06, 0.07], [-0.12, -0.01, 0.10], [-0.87, 0.44, 0.14], [0.55, -0.41, -0.23], [-0.05, -0.01, 0.00], [-0.01, 0.00, 0.04], [-0.02, 0.10, -0.02], [0.03, 0.02, 0.08], [-0.04, -0.07, -0.08], [0.10, 0.08, -0.13], [-0.02, 0.03, 0.13], [-0.04, -0.10, 0.16], [-0.04, 0.14, 0.08], [0.00, 0.03, 0.04], [-0.04, -0.08, -0.02], [0.09, -0.07, 0.06], [-0.03, -0.03, 0.06], [-0.09, 0.04, 0.00], [0.03, 0.03, 0.01], [-0.02, -0.04, 0.08], [0.00, -0.03, -0.03], [0.02, 0.08, -0.14]], "nbo_charge": [-0.24, -0.54, -0.07, -0.24, -0.60, 0.66, -0.63, -0.02, -0.49, 0.19, -0.08, -0.22, -0.19, -0.30, 0.29, -0.49, -0.25, -0.17, -0.09, -0.37, 0.16, 0.17, 0.20, 0.16, 0.17, 0.24, 0.20, 0.41, 0.22, 0.23, 0.26, 0.21, 0.22, 0.22, 0.18, 0.20, 0.18, 0.23], "smiles": "COCCNC(=O)[C@H]1CC(c2cccc(OC)c2)=NO1", "homo_energy_ev": -8.60, "homo_lumo_gap_ev": 9.24, "de_lowest_kcal_mol": 74.08, "lumo_energy_ha": 0.0236, "total_energy_ha": -954.693487}



Record 3
{"formula": "C14H18N2O5", "method": "ωB97M-V/def2-TZVPD", "species": ["N", "C", "C", "C", "C", "O", "O", "C", "O", "N", "C", "C", "C", "C", "C", "C", "C", "C", "C", "O", "O", "H", "H", "H", "H", "H", "H", "H", "H", "H", "H", "H", "H", "H", "H", "H", "H", "H", "H"], "xyz": [[1.338, 1.406, 0.954], [0.558, 1.859, -0.248], [1.405, 1.578, -1.572], [2.457, 2.736, -1.541], [3.618, 2.186, -2.341], [3.768, 2.304, -3.553], [4.598, 1.730, -1.566], [-0.837, 1.183, -0.440], [-1.850, 1.611, 0.050], [-0.940, 0.136, -1.240], [-1.911, -0.899, -1.169], [-1.440, -2.190, -0.418], [-0.933, -2.128, 1.077], [0.422, -1.967, 1.307], [0.747, -1.831, 2.607], [-0.173, -1.942, 3.632], [-1.497, -1.943, 3.373], [-1.947, -2.047, 2.060], [-3.347, -0.513, -0.733], [-4.003, -1.053, 0.109], [-3.972, 0.334, -1.585], [0.761, 1.374, 1.801], [1.802, 0.474, 0.875], [0.338, 2.913, -0.053], [0.987, 1.767, -2.589], [2.047, 0.710, -1.729], [2.128, 3.705, -1.902], [2.695, 2.985, -0.507], [5.416, 1.671, -2.269], [-0.133, -0.027, -1.738], [-2.143, -1.319, -2.165], [-2.468, -2.648, -0.401], [-0.613, -2.731, -0.926], [1.202, -1.989, 0.567], [1.876, -1.783, 2.839], [0.030, -2.047, 4.656], [-2.160, -1.789, 4.220], [-2.938, -2.124, 1.680], [-4.888, 0.310, -1.120]], "forces_ev_per_a": [[-0.10, -0.69, -0.54], [-0.18, -2.66, -0.68], [0.75, 3.39, -0.10], [0.39, -0.67, 0.21], [0.61, 2.66, -1.12], [-0.59, -0.57, 1.35], [3.16, -0.55, -2.25], [-0.12, 1.33, 0.91], [-0.80, 0.99, 1.68], [-0.23, -0.65, -0.46], [-0.33, -1.29, 0.27], [-0.71, -0.15, 1.64], [-2.34, 1.10, -2.71], [-1.23, -0.06, -0.15], [3.91, -0.64, 2.21], [0.59, 0.44, -0.36], [-2.22, 0.13, -0.51], [2.43, -0.28, -0.44], [0.38, 0.71, -1.15], [0.09, -0.49, 0.79], [-1.43, -0.34, 1.49], [0.11, 0.12, -0.55], [-0.87, 1.10, -0.27], [0.18, -0.07, -0.61], [-0.86, -0.47, 1.06], [-0.74, -0.75, 1.06], [-0.34, -0.24, -0.82], [0.62, -0.64, 0.02], [-2.67, -0.17, 2.46], [1.77, -1.10, -1.38], [0.38, 0.56, -0.03], [1.52, -0.90, -0.11], [-1.07, 0.26, -0.43], [-0.15, 0.03, -0.45], [-1.88, 0.00, -0.04], [1.15, 0.33, 1.18], [-0.25, -0.45, -0.20], [-0.65, 0.16, 0.44], [1.70, 0.51, -1.43]], "nbo_charge": [-0.84, -0.11, -0.46, -0.50, 0.78, -0.61, -0.67, 0.67, -0.62, -0.61, -0.14, -0.43, 0.00, -0.26, -0.19, -0.24, -0.18, -0.22, 0.82, -0.61, -0.67, 0.38, 0.37, 0.23, 0.24, 0.22, 0.23, 0.24, 0.50, 0.39, 0.23, 0.24, 0.22, 0.21, 0.21, 0.22, 0.21, 0.25, 0.50], "smiles": "N[C@@H](CCC(=O)O)C(=O)N[C@@H](Cc1ccccc1)C(=O)O", "homo_energy_ev": -9.08, "homo_lumo_gap_ev": 9.47, "de_lowest_kcal_mol": 77.86, "lumo_energy_ha": 0.0144, "total_energy_ha": -1029.954176}